Entry from the OMol25 dataset: a cluster of 13 separate species, C93H215N13O5 in total at a distorted geometry (ωB97M-V with the def2-TZVPD basis set).

Calculated values
electronic energy: -129525.2968 eV
molecular weight: 1595.829 g mol⁻¹
max |F|: 3.13 eV Å⁻¹
HOMO level: -7.55 eV

```
! RIJCOSX wB97M-V def2-TZVPD def2/J DEFGRID3
* xyz 0 1
C 2.080 1.113 8.625
C 2.307 0.063 7.429
C 1.226 -1.040 7.682
C 0.846 -1.903 6.484
C 0.532 -1.049 5.271
C 1.558 0.039 4.946
N 2.006 0.727 6.156
O 2.642 1.900 5.882
C 2.731 -0.643 4.207
C 0.836 0.981 3.948
C 3.770 -0.464 7.558
H 2.912 1.814 8.677
H 2.052 0.535 9.549
H 1.177 1.702 8.463
H 1.569 -1.733 8.450
H 0.324 -0.610 8.119
H -0.016 -2.496 6.790
H 1.632 -2.638 6.311
H -0.418 -0.552 5.468
H 0.422 -1.763 4.455
H 2.439 -1.114 3.268
H 3.524 0.071 3.985
H 3.216 -1.416 4.803
H -0.018 1.496 4.389
H 1.473 1.666 3.390
H 0.427 0.287 3.213
H 4.119 -0.855 8.514
H 4.476 0.321 7.287
H 3.902 -1.286 6.855
H 3.505 1.671 5.529
C 1.424 8.828 4.114
C 2.256 7.717 3.510
C 2.881 6.864 4.664
C 2.120 5.725 5.337
C 1.432 4.913 4.216
C 0.572 5.741 3.292
N 1.433 6.790 2.693
O 0.920 7.318 1.479
C 0.031 4.777 2.203
C -0.617 6.280 4.128
C 3.332 8.358 2.633
H 0.677 8.458 4.817
H 0.858 9.394 3.374
H 1.985 9.564 4.691
H 3.821 6.494 4.255
H 3.217 7.433 5.531
H 1.401 6.149 6.037
H 2.795 5.152 5.973
H 0.955 4.043 4.666
H 2.263 4.519 3.632
H 0.857 4.574 1.521
H -0.360 3.814 2.531
H -0.734 5.246 1.586
H -0.425 6.610 5.149
H -1.276 7.021 3.675
H -1.279 5.446 4.359
H 3.845 7.631 2.003
H 3.953 8.930 3.322
H 2.896 9.016 1.882
H 0.392 8.064 1.770
C 3.346 0.928 -3.563
C 4.553 0.562 -2.645
C 5.175 1.981 -2.237
C 6.219 1.913 -1.077
C 5.500 1.236 0.109
C 4.861 -0.176 -0.136
N 4.034 -0.049 -1.394
O 3.171 -1.103 -1.601
C 5.915 -1.257 -0.263
C 3.981 -0.617 1.049
C 5.683 -0.244 -3.341
H 2.849 0.057 -3.988
H 3.645 1.587 -4.378
H 2.647 1.572 -3.029
H 5.762 2.404 -3.052
H 4.414 2.703 -1.939
H 6.582 2.927 -0.909
H 7.131 1.355 -1.284
H 4.792 1.913 0.587
H 6.286 1.130 0.856
H 6.635 -1.279 0.555
H 5.439 -2.227 -0.404
H 6.655 -1.109 -1.050
H 4.608 -0.783 1.925
H 3.305 0.191 1.330
H 3.451 -1.536 0.798
H 5.826 0.216 -4.319
H 5.422 -1.303 -3.334
H 6.705 -0.080 -2.999
H 2.360 -0.811 -1.178
C 4.545 5.679 -2.996
C 3.565 6.733 -2.471
C 3.073 7.405 -3.810
C 2.124 6.624 -4.683
C 0.891 6.272 -3.836
C 1.209 5.643 -2.450
N 2.358 6.277 -1.782
O 2.620 5.688 -0.489
C -0.029 5.774 -1.629
C 1.368 4.087 -2.759
C 4.263 7.739 -1.570
H 3.972 4.825 -3.359
H 5.064 5.116 -2.219
H 5.328 6.001 -3.684
H 2.552 8.311 -3.497
H 3.904 7.912 -4.301
H 2.621 5.738 -5.078
H 1.843 7.187 -5.574
H 0.335 5.583 -4.471
H 0.255 7.130 -3.621
H -0.270 6.836 -1.655
H -0.843 5.228 -2.105
H -0.012 5.360 -0.621
H 1.678 3.614 -1.827
H 0.429 3.640 -3.085
H 2.178 3.858 -3.451
H 4.781 7.223 -0.762
H 3.668 8.564 -1.176
H 5.002 8.345 -2.093
H 2.174 6.321 0.079
C 7.786 -7.008 1.135
C 6.413 -7.139 0.358
C 5.769 -8.442 0.892
C 4.298 -8.529 0.570
C 3.622 -7.287 1.209
C 4.156 -5.949 0.613
N 5.624 -5.913 0.673
O 6.218 -4.740 0.132
C 3.677 -5.757 -0.905
C 3.612 -4.812 1.584
C 6.679 -7.233 -1.173
H 8.305 -7.960 1.032
H 7.637 -6.962 2.214
H 8.454 -6.244 0.736
H 6.238 -9.324 0.456
H 5.967 -8.560 1.957
H 3.922 -9.491 0.921
H 4.095 -8.550 -0.500
H 3.636 -7.329 2.298
H 2.602 -7.336 0.828
H 2.589 -5.819 -0.886
H 3.909 -4.790 -1.353
H 4.042 -6.505 -1.608
H 3.545 -3.800 1.184
H 2.587 -4.958 1.924
H 4.072 -4.705 2.566
H 7.327 -8.087 -1.373
H 7.195 -6.339 -1.522
H 5.773 -7.430 -1.746
H 5.919 -4.732 -0.780
C -3.451 6.622 -1.838
C -3.091 6.330 -0.350
N -3.634 5.073 0.173
C -3.732 5.115 1.615
C -4.975 5.797 2.011
C -2.856 3.870 -0.324
C -3.452 2.463 -0.194
H -3.134 7.630 -2.108
H -4.508 6.513 -2.080
H -2.850 6.028 -2.526
H -2.009 6.320 -0.219
H -3.434 7.147 0.285
H -3.884 4.111 2.010
H -2.904 5.515 2.200
H -5.005 6.823 1.643
H -5.807 5.215 1.613
H -5.195 5.899 3.073
H -1.905 3.929 0.205
H -2.735 4.139 -1.374
H -2.827 1.720 -0.691
H -4.448 2.274 -0.596
H -3.387 2.021 0.800
C -2.890 -3.809 1.462
C -2.507 -5.291 1.508
N -1.101 -5.441 2.003
C -1.066 -5.149 3.492
C 0.401 -5.203 4.047
C -0.590 -6.732 1.594
C -0.136 -6.796 0.152
H -2.134 -3.103 1.118
H -3.207 -3.406 2.424
H -3.775 -3.673 0.840
H -3.261 -5.879 2.031
H -2.518 -5.713 0.503
H -1.540 -4.179 3.646
H -1.696 -5.762 4.136
H 1.077 -4.507 3.551
H 0.331 -4.994 5.114
H 0.895 -6.160 3.879
H -1.330 -7.497 1.826
H 0.270 -7.008 2.205
H 0.506 -7.671 0.051
H 0.462 -5.930 -0.131
H -0.987 -6.950 -0.512
C -2.428 1.631 -4.709
C -3.617 1.510 -3.587
N -5.060 1.417 -4.058
C -5.377 0.180 -4.746
C -6.632 0.316 -5.667
C -5.982 1.661 -2.957
C -6.241 3.135 -2.681
H -1.449 1.856 -4.285
H -2.778 2.446 -5.341
H -2.251 0.734 -5.303
H -3.325 0.737 -2.876
H -3.504 2.391 -2.955
H -5.472 -0.587 -3.977
H -4.519 -0.144 -5.335
H -7.548 0.622 -5.161
H -6.787 -0.670 -6.105
H -6.380 1.101 -6.380
H -6.944 1.185 -3.147
H -5.583 1.184 -2.062
H -5.399 3.734 -2.333
H -6.619 3.630 -3.576
H -7.081 3.129 -1.987
C -3.243 -2.831 -5.248
C -2.186 -3.917 -4.949
N -2.746 -5.183 -4.561
C -3.585 -5.171 -3.351
C -2.868 -5.071 -2.037
C -1.745 -6.256 -4.560
C -2.302 -7.712 -4.478
H -3.878 -2.569 -4.402
H -3.799 -3.054 -6.159
H -2.650 -1.977 -5.577
H -1.355 -3.930 -5.654
H -1.576 -3.611 -4.099
H -4.305 -4.363 -3.478
H -4.254 -6.028 -3.432
H -3.592 -4.931 -1.234
H -2.358 -5.982 -1.724
H -2.137 -4.264 -1.980
H -0.928 -6.079 -3.860
H -1.220 -6.260 -5.515
H -3.116 -7.851 -5.189
H -2.700 -7.963 -3.495
H -1.605 -8.509 -4.739
C -5.341 -1.383 0.197
C -6.566 -2.342 0.110
N -6.859 -2.878 -1.207
C -7.492 -1.884 -2.107
C -7.485 -2.379 -3.567
C -7.592 -4.111 -1.116
C -6.837 -5.394 -0.647
H -5.277 -0.573 -0.530
H -4.452 -1.946 -0.089
H -5.066 -0.984 1.173
H -6.362 -3.146 0.819
H -7.491 -1.935 0.519
H -8.535 -1.687 -1.857
H -7.011 -0.907 -2.065
H -8.037 -3.296 -3.774
H -7.965 -1.719 -4.289
H -6.458 -2.494 -3.913
H -8.074 -4.368 -2.059
H -8.354 -3.824 -0.392
H -6.028 -5.682 -1.318
H -7.470 -6.275 -0.543
H -6.361 -5.213 0.317
C -5.843 3.402 4.492
C -4.459 3.539 5.115
N -3.704 2.275 5.121
C -2.507 2.329 5.965
C -2.839 2.379 7.453
C -3.297 1.939 3.721
C -2.886 0.469 3.507
H -5.872 2.982 3.487
H -6.315 4.384 4.483
H -6.477 2.740 5.082
H -3.952 4.396 4.672
H -4.637 3.718 6.175
H -1.787 1.530 5.789
H -1.971 3.223 5.645
H -1.929 2.484 8.043
H -3.516 3.194 7.714
H -3.285 1.445 7.793
H -2.490 2.608 3.423
H -4.092 2.096 2.992
H -3.748 -0.196 3.562
H -2.054 0.129 4.124
H -2.421 0.333 2.531
C 1.114 1.526 0.001
C -0.088 0.756 -0.658
N 0.277 -0.611 -0.841
C -0.557 -1.238 -1.922
C -2.019 -1.424 -1.663
C 0.119 -1.345 0.447
C 0.626 -2.794 0.414
H 1.413 1.138 0.975
H 0.829 2.552 0.231
H 1.960 1.557 -0.686
H -1.003 0.879 -0.079
H -0.194 1.212 -1.642
H -0.078 -2.161 -2.251
H -0.423 -0.531 -2.741
H -2.448 -0.456 -1.405
H -2.155 -2.187 -0.896
H -2.663 -1.837 -2.440
H 0.789 -0.852 1.151
H -0.885 -1.389 0.871
H 1.682 -2.826 0.147
H 0.586 -3.281 1.389
H 0.150 -3.421 -0.339
C 0.950 -4.150 -7.713
C 1.605 -4.070 -6.354
N 1.128 -2.959 -5.499
C 0.918 -1.605 -6.059
C 2.248 -0.958 -6.625
C 1.889 -2.945 -4.235
C 1.774 -4.313 -3.420
H 1.199 -4.964 -8.393
H 1.122 -3.222 -8.259
H -0.139 -4.128 -7.696
H 1.380 -4.930 -5.723
H 2.673 -3.893 -6.477
H 0.071 -1.566 -6.745
H 0.614 -1.072 -5.158
H 2.306 0.119 -6.787
H 3.085 -1.204 -5.973
H 2.387 -1.429 -7.598
H 1.757 -2.089 -3.573
H 2.926 -2.922 -4.568
H 2.269 -5.219 -3.768
H 0.781 -4.693 -3.177
H 2.223 -4.203 -2.432
*
```